Record 1
99
Properties=species:S:1:pos:R:3:lowdin_charge:R:1 method="wB97M-V/def2-TZVPD" e_above_lowest_kj_mol=0.0 molar_mass_da=1495.102 e_homo_ha=-0.3590 homo_lumo_gap_ev=5.150 total_charge=+1
Mo 0.66 1.60 -0.01 1.614
I 9.02 -3.84 0.91 0.898
C 7.28 -2.70 0.70 -0.738
C 7.14 -1.53 1.43 -0.136
C 5.98 -0.78 1.28 -0.030
C 4.96 -1.19 0.43 -0.212
C 5.12 -2.37 -0.29 -0.041
C 6.28 -3.12 -0.16 -0.134
C 3.72 -0.36 0.29 -0.087
C 3.48 0.30 -0.89 -0.187
C 4.37 0.22 -2.05 0.043
C 3.97 1.14 -2.92 0.035
C 2.86 1.87 -2.30 -0.188
C 2.50 3.11 -2.71 -0.071
C 3.11 3.70 -3.94 -0.230
C 4.42 4.16 -3.93 -0.029
C 4.99 4.73 -5.06 -0.136
C 4.23 4.84 -6.22 -0.738
I 5.07 5.70 -7.92 0.900
C 2.92 4.39 -6.25 -0.137
C 2.37 3.82 -5.11 -0.024
C 1.59 3.94 -1.98 -0.182
N 0.85 3.54 -0.96 0.013
C -0.09 4.58 -0.72 -0.197
C -1.25 4.21 -0.14 -0.050
C -2.38 5.04 0.25 -0.157
C -2.23 6.39 0.54 -0.013
C -3.32 7.16 0.90 -0.133
C -4.58 6.58 0.98 -0.731
I -6.22 7.73 1.52 0.918
C -4.75 5.22 0.71 -0.132
C -3.65 4.46 0.36 -0.004
C -1.26 2.74 0.09 -0.419
C -1.43 1.84 -1.02 -0.209
C -0.62 0.70 -1.08 -0.292
C -0.75 1.10 1.61 -0.618
N -0.89 2.43 1.36 0.045
C -0.08 0.82 2.90 -0.176
C 1.17 0.33 2.70 -0.246
C 2.09 -0.42 3.51 0.012
C 3.11 -0.79 2.71 0.033
C 2.88 -0.21 1.40 -0.199
N 1.70 0.46 1.39 -0.006
C -0.68 1.15 4.19 -0.189
C 0.13 1.36 5.32 -0.013
C -0.43 1.66 6.55 -0.133
C -1.81 1.76 6.67 -0.731
I -2.65 2.19 8.53 0.911
C -2.62 1.60 5.56 -0.127
C -2.06 1.30 4.33 -0.032
C 0.27 5.72 -1.54 0.044
C 1.28 5.31 -2.33 0.036
N 2.48 1.22 -1.13 0.006
H 7.92 -1.20 2.09 0.098
H 5.87 0.15 1.84 0.127
H 4.34 -2.70 -0.96 0.117
H 6.39 -4.04 -0.72 0.099
H 5.21 -0.45 -2.13 0.122
H 4.40 1.38 -3.88 0.126
H 5.01 4.08 -3.02 0.129
H 6.01 5.09 -5.04 0.098
H 2.34 4.47 -7.15 0.098
H 1.34 3.47 -5.13 0.126
H -1.25 6.84 0.53 0.117
H -3.19 8.21 1.13 0.100
H -5.72 4.77 0.79 0.100
H -3.78 3.40 0.16 0.119
H -1.93 2.24 -1.90 0.129
H -0.67 -0.14 -1.77 0.072
H 1.91 -0.72 4.53 0.120
H 3.95 -1.42 2.96 0.124
H 1.20 1.35 5.22 0.114
H 0.21 1.82 7.40 0.099
H -3.70 1.70 5.66 0.101
H -2.72 1.18 3.48 0.074
H -0.25 6.66 -1.57 0.120
H 1.76 5.87 -3.12 0.124
Te -2.29 -0.36 1.09 1.459
C -2.28 -1.65 2.74 -0.884
C -3.42 -2.35 3.04 -0.252
C -3.22 -3.33 4.06 -0.178
C -1.95 -3.34 4.52 -0.387
S -0.97 -2.18 3.71 0.990
H -4.37 -2.19 2.55 0.098
H -4.00 -3.97 4.43 0.109
H -1.52 -3.95 5.30 0.073
C -0.42 -4.40 0.75 -0.138
C 1.03 -4.20 1.25 -0.146
C 1.66 -3.38 0.13 -0.206
O 0.61 -2.57 -0.37 -0.166
C -0.51 -3.45 -0.46 -0.207
H -1.15 -4.14 1.52 0.080
H -0.60 -5.43 0.45 0.111
H 1.55 -5.13 1.44 0.114
H 1.03 -3.61 2.17 0.071
H 2.04 -4.04 -0.67 0.127
H 2.47 -2.73 0.46 0.089
H -0.45 -4.02 -1.40 0.121
H -1.41 -2.84 -0.48 0.066

Record 2
75
Properties=species:S:1:pos:R:3:lowdin_charge:R:1 method="wB97M-V/def2-TZVPD" e_above_lowest_kj_mol=471.1 molar_mass_da=798.579 smiles="CCOC(=O)C(F)(F)F.CCOC(=O)C(F)(F)F.CCOC(=O)C(F)(F)F.O=S1(=O)OCCO1.O=S1(=O)OCCO1.O=S1(=O)OCCO1" e_homo_ha=-0.4110 homo_lumo_gap_ev=11.455 total_charge=0
C -0.49 1.53 -11.71 -0.055
C -0.35 0.18 -10.93 -0.182
O 0.53 0.36 -9.81 -0.019
C 0.98 -0.71 -9.05 -0.251
O 0.63 -1.92 -9.24 0.088
C 1.69 -0.17 -7.74 -0.600
F 1.91 1.13 -7.86 0.176
F 1.07 -0.42 -6.57 0.168
F 2.79 -0.83 -7.80 0.215
H 0.37 1.73 -12.34 0.069
H -0.57 2.41 -11.07 0.074
H -1.39 1.50 -12.33 0.073
H -0.08 -0.66 -11.57 0.124
H -1.33 0.01 -10.49 0.122
C -3.25 6.41 4.66 -0.041
C -2.84 6.53 6.18 -0.230
O -1.71 7.33 6.23 -0.018
C -1.76 8.45 7.06 -0.253
O -2.71 8.62 7.84 0.116
C -0.68 9.57 6.75 -0.515
F -1.27 10.81 6.87 0.121
F 0.33 9.57 7.59 0.184
F -0.23 9.39 5.51 0.174
H -3.63 7.31 4.20 0.072
H -4.02 5.63 4.66 0.072
H -2.39 6.20 4.02 0.073
H -2.46 5.59 6.58 0.126
H -3.66 6.82 6.83 0.118
C 6.70 1.22 6.50 -0.043
C 5.37 2.06 6.54 -0.167
O 5.38 3.11 5.57 0.028
C 4.29 3.67 5.13 -0.441
O 3.20 3.40 5.51 0.181
C 4.63 4.66 4.02 -0.584
F 5.64 5.39 4.42 0.197
F 4.86 3.88 2.96 0.186
F 3.66 5.53 3.79 0.178
H 7.51 1.67 7.06 0.073
H 6.89 1.09 5.43 0.074
H 6.49 0.21 6.85 0.071
H 5.38 2.54 7.52 0.123
H 4.49 1.43 6.41 0.124
O 1.28 -3.02 2.45 -0.252
S 0.82 -2.46 1.18 0.783
O 1.29 -3.15 -0.05 -0.261
O -0.86 -2.22 1.11 -0.208
C -1.20 -0.90 1.37 -0.183
C 0.01 -0.10 0.88 -0.242
O 1.09 -0.84 1.20 -0.186
H -2.20 -0.84 0.93 0.145
H -1.22 -0.83 2.46 0.130
H 0.12 0.92 1.25 0.142
H 0.04 0.00 -0.20 0.133
O -2.49 -8.82 0.75 -0.249
S -1.04 -8.67 0.54 0.765
O -0.52 -7.94 -0.58 -0.236
O -0.28 -8.17 1.99 -0.219
C 0.76 -9.08 2.42 -0.163
C 0.97 -10.16 1.36 -0.181
O -0.26 -10.16 0.64 -0.226
H 1.67 -8.50 2.57 0.130
H 0.38 -9.55 3.33 0.127
H 1.18 -11.17 1.72 0.130
H 1.82 -9.99 0.70 0.122
O -6.43 -1.33 -5.64 -0.241
S -5.58 -2.07 -4.72 0.707
O -5.50 -1.65 -3.35 -0.242
O -5.98 -3.68 -4.70 -0.199
C -4.77 -4.48 -4.79 -0.153
C -3.54 -3.52 -4.79 -0.180
O -4.07 -2.34 -5.29 -0.211
H -4.66 -5.11 -3.91 0.121
H -4.87 -5.23 -5.56 0.126
H -2.88 -3.83 -5.61 0.137
H -3.06 -3.34 -3.83 0.134

Record order is preserved below.
E_LUMO: -4.62; 0.27 eV
Record order is preserved below.
Electronic energy: -4221.71059; -4149.57995 a.u.